Version w
{"formula": "C5H16NO", "method": "wB97M-V/def2-TZVPD", "molar_mass_g_mol": 106.19, "homo_energy_ev": -15.45, "multiplicity": 1, "charge": 1, "symbols": ["O", "N", "C", "C", "C", "C", "C", "H", "H", "H", "H", "H", "H", "H", "H", "H", "H", "H", "H", "H", "H", "H", "H"], "positions_angstrom": [[-0.32479, 2.21595, 2.94826], [0.98557, 0.32666, 1.18989], [-0.62048, 0.05487, -0.72206], [-0.76747, -0.19923, -2.23321], [0.87777, 0.06984, -0.32832], [-1.56209, -0.88788, 0.06253], [1.55722, -1.23478, -0.70185], [-1.80971, -0.00961, -2.48197], [-0.10053, 0.34533, -2.90142], [0.93554, -2.09775, -0.47564], [-0.54586, -1.24719, -2.44778], [-1.31208, -0.93009, 1.12225], [1.30116, -0.48479, 1.71146], [-0.61669, 2.84293, 2.32058], [1.31970, 0.96008, -0.76619], [-1.02078, 1.06423, -0.56425], [2.55002, -1.34460, -0.26498], [0.04140, 0.45414, 1.55161], [1.60146, 1.11427, 1.38257], [-1.52722, -1.91193, -0.31241], [1.73307, -1.21018, -1.77685], [-0.11972, 2.64343, 3.78990], [-2.57549, -0.53368, -0.10212]], "lowdin_charge": [-0.028, 0.221, -0.392, -0.059, -0.286, -0.044, -0.031, 0.092, 0.091, 0.096, 0.084, 0.072, 0.165, 0.027, 0.152, 0.135, 0.092, 0.104, 0.163, 0.088, 0.095, 0.070, 0.094]}


Version x
{"formula": "C5H16NO", "method": "wB97M-V/def2-TZVPD", "molar_mass_g_mol": 106.19, "homo_energy_ev": -14.79, "multiplicity": 1, "charge": 1, "symbols": ["O", "N", "C", "C", "C", "C", "C", "H", "H", "H", "H", "H", "H", "H", "H", "H", "H", "H", "H", "H", "H", "H", "H"], "positions_angstrom": [[-4.77961, -0.33232, 0.56227], [0.15561, 2.03256, -0.78458], [1.02082, -0.55571, 0.58489], [0.74805, 0.98490, -1.58312], [0.82595, -0.37925, -0.95800], [1.01273, -2.07633, 1.07577], [2.34562, 0.17717, 0.97384], [1.77075, 1.31462, -1.83874], [0.21501, 0.73469, -2.51610], [-2.09627, 0.95884, -0.52659], [0.59395, -2.02524, 2.10273], [-5.40611, 0.02538, 1.23408], [0.15638, -2.57893, 0.61973], [0.08901, -0.10847, 1.20031], [-4.33173, 0.41540, 0.16076], [-0.81449, 1.49468, -0.46360], [1.97250, -2.60438, 1.19563], [-0.40114, 2.67855, -1.39502], [-0.13412, -0.91616, -1.17407], [3.00890, -0.40439, 0.31316], [2.65871, 0.07849, 2.06083], [2.42182, 1.37041, 0.87788], [1.72551, -0.90746, -1.41736]], "lowdin_charge": [-0.062, 0.172, -0.425, -0.285, -0.195, -0.062, -0.090, 0.174, 0.149, 0.416, 0.081, 0.071, 0.073, 0.152, -0.013, 0.041, 0.090, 0.127, 0.140, 0.077, 0.099, 0.116, 0.154]}


Which structure wins on stability? version w wins.


Version w
{"formula": "C5H16NO", "method": "wB97M-V/def2-TZVPD", "molar_mass_g_mol": 106.19, "homo_energy_ev": -14.72, "multiplicity": 1, "charge": 1, "symbols": ["O", "N", "C", "C", "C", "C", "C", "H", "H", "H", "H", "H", "H", "H", "H", "H", "H", "H", "H", "H", "H", "H", "H"], "positions_angstrom": [[-0.57799, 1.77008, 3.41027], [-1.15012, -0.20160, 1.60784], [-0.75562, 0.52883, 0.33786], [-0.08146, -1.22123, -1.44546], [1.13106, -2.07356, -1.79785], [0.86474, 1.05510, -1.42209], [0.33232, -0.08788, -0.52436], [1.23443, -0.37581, 0.09346], [1.49860, -2.61542, -0.91052], [-0.53709, -0.88620, -2.40103], [-1.70483, 0.73855, -0.21681], [0.08783, 1.81122, -1.51701], [-0.95627, 2.58673, 3.77247], [-0.70870, -1.90016, -0.84104], [1.76783, 1.66046, -1.19410], [-0.58334, 0.05198, 2.44045], [-0.31403, 1.42648, 0.83214], [0.96074, 0.83343, -2.49896], [-1.94792, 0.39282, 1.92353], [0.33061, 2.07355, 3.57233], [-1.54330, -1.14275, 1.60936], [0.76855, -2.86686, -2.44884], [1.88397, -1.55776, -2.38164]], "lowdin_charge": [-0.046, 0.159, -0.131, -0.248, -0.104, -0.071, -0.387, 0.159, 0.088, 0.133, 0.161, 0.072, 0.081, 0.110, 0.098, 0.134, 0.133, 0.090, 0.162, 0.080, 0.170, 0.077, 0.080]}


Version x
{"formula": "C5H16NO", "method": "wB97M-V/def2-TZVPD", "molar_mass_g_mol": 106.19, "homo_energy_ev": -15.45, "multiplicity": 1, "charge": 1, "symbols": ["O", "N", "C", "C", "C", "C", "C", "H", "H", "H", "H", "H", "H", "H", "H", "H", "H", "H", "H", "H", "H", "H", "H"], "positions_angstrom": [[-1.03430, -1.43233, 2.88160], [0.53080, 0.84161, 1.29975], [-0.26794, 1.45435, -2.22547], [0.82307, 0.55877, -0.17706], [-0.47889, 0.58966, -0.97309], [-0.99727, -0.79501, -1.38785], [1.64713, -0.70518, -0.23922], [1.46555, 1.37004, -0.49081], [-1.29551, 1.06454, -0.41765], [2.11112, -0.79277, -1.21779], [-0.04457, 1.67946, 1.38345], [2.51114, -0.62991, 0.42749], [-2.01165, -0.63464, -1.73006], [1.10819, -1.62359, -0.02730], [-0.19887, 2.50448, -1.94972], [0.63144, 1.14788, -2.76468], [-1.03272, -1.47712, -0.55085], [1.43022, 1.08116, 1.71051], [-1.05681, -1.60071, 3.82822], [0.07162, 0.04842, 1.76982], [-1.29132, -2.24039, 2.41685], [-0.41787, -1.15028, -2.23363], [-1.11770, 1.39805, -2.91137]], "lowdin_charge": [-0.050, 0.230, -0.058, -0.314, -0.389, -0.057, -0.033, 0.145, 0.137, 0.105, 0.169, 0.095, 0.089, 0.085, 0.085, 0.093, 0.069, 0.167, 0.059, 0.127, 0.058, 0.095, 0.093]}


Which structure wins on stability? version x wins.


Version w
{"formula": "C5H16NO", "method": "wB97M-V/def2-TZVPD", "molar_mass_g_mol": 106.19, "homo_energy_ev": -14.99, "multiplicity": 1, "charge": 1, "symbols": ["O", "N", "C", "C", "C", "C", "C", "H", "H", "H", "H", "H", "H", "H", "H", "H", "H", "H", "H", "H", "H", "H", "H"], "positions_angstrom": [[-1.07335, 3.95430, -0.01439], [0.14351, 1.52040, 0.86403], [0.60545, -2.37946, -1.40902], [0.71360, -1.32937, -0.27808], [-0.63172, 0.84549, -0.31025], [-0.68582, -0.66839, -0.27735], [1.06464, -1.87737, 1.18722], [-0.17057, -3.09295, -1.12431], [-0.85556, 4.82056, 0.40156], [-0.04695, 1.11753, 1.84639], [-1.11826, -0.83638, -1.23628], [-0.10963, 2.55778, 0.76838], [1.50713, -2.91748, -1.84439], [0.13106, -1.72541, -2.08782], [1.23875, -1.11689, 2.04702], [-1.51303, -0.86552, 0.47746], [0.20763, -2.55314, 1.43833], [1.15043, 1.20861, 0.71679], [1.84064, -2.63744, 1.22066], [-1.61005, 1.21635, -0.25364], [-2.00487, 3.99552, -0.16129], [1.43092, -0.44709, -0.65243], [-0.21395, 1.21035, -1.31859]], "lowdin_charge": [-0.036, 0.158, -0.064, -0.395, -0.172, -0.211, -0.066, 0.093, 0.097, 0.193, 0.095, 0.126, 0.115, 0.043, 0.088, 0.154, 0.085, 0.165, 0.064, 0.093, 0.053, 0.156, 0.168]}


Version x
{"formula": "C5H16NO", "method": "wB97M-V/def2-TZVPD", "molar_mass_g_mol": 106.19, "homo_energy_ev": -14.88, "multiplicity": 1, "charge": 1, "symbols": ["O", "N", "C", "C", "C", "C", "C", "H", "H", "H", "H", "H", "H", "H", "H", "H", "H", "H", "H", "H", "H", "H", "H"], "positions_angstrom": [[1.26269, -0.62155, 2.67114], [1.92589, 0.97482, 0.35178], [0.81647, 1.37387, -0.59708], [0.36360, 0.25053, -1.49751], [-1.27846, -0.81456, 0.18666], [-2.49535, -0.14098, -0.51492], [-0.11899, -1.00320, -0.77133], [1.43369, -1.53970, 2.93341], [-3.35114, -0.16563, 0.15274], [-0.45088, 0.64471, -2.11496], [-0.03435, 1.68179, 0.00873], [2.09546, 1.74318, 0.98909], [-2.75121, -0.72389, -1.39882], [-2.26856, 0.88379, -0.78883], [1.62744, 0.14639, 0.89140], [2.77329, 0.76180, -0.17281], [-1.66448, -1.76196, 0.56179], [-0.97050, -0.26244, 1.07673], [0.74510, -1.42062, -0.22079], [-0.30600, -1.80392, -1.48846], [1.04021, -0.08915, -2.28825], [1.13575, 2.26511, -1.13011], [0.47033, -0.37837, 3.16044]], "lowdin_charge": [-0.044, 0.203, -0.137, -0.196, -0.253, -0.083, -0.225, 0.079, 0.076, 0.121, 0.128, 0.166, 0.085, 0.061, 0.099, 0.176, 0.112, 0.081, 0.102, 0.124, 0.125, 0.135, 0.063]}


Version y
{"formula": "C5H16NO", "method": "wB97M-V/def2-TZVPD", "molar_mass_g_mol": 106.19, "homo_energy_ev": -15.20, "multiplicity": 1, "charge": 1, "symbols": ["O", "N", "C", "C", "C", "C", "C", "H", "H", "H", "H", "H", "H", "H", "H", "H", "H", "H", "H", "H", "H", "H", "H"], "positions_angstrom": [[-0.33323, 0.46593, 3.03755], [-1.46821, 0.95872, 0.50199], [1.44695, -0.62500, 0.47386], [0.34695, -1.74040, -1.50442], [-0.65923, 0.41425, -0.70012], [0.17304, 1.55067, -1.38884], [0.13523, -0.88078, -0.32140], [-2.14875, 0.30409, 0.79601], [1.82277, -1.57351, 0.89294], [0.82387, 1.96344, -0.61423], [0.70408, 1.03004, -2.19616], [-0.63902, -1.71554, -2.06983], [-0.88270, 1.21401, 1.40141], [1.36961, 0.16355, 1.27383], [-1.58275, 0.13104, -1.43768], [-0.63912, 2.20119, -1.71747], [2.15177, -0.42153, -0.20078], [0.70345, -2.86746, -1.36352], [-0.58136, -1.43674, 0.27448], [-0.38269, 0.48128, 3.98255], [0.57995, -0.08437, 2.80623], [1.07761, -1.33002, -2.14952], [-2.01822, 1.79715, 0.22312]], "lowdin_charge": [-0.103, 0.186, -0.035, -0.087, -0.298, -0.010, -0.416, 0.132, 0.108, 0.089, 0.098, 0.104, 0.160, 0.074, 0.190, 0.084, 0.034, 0.148, 0.128, 0.043, 0.136, 0.060, 0.175]}


Which structure wins on stability? version x wins.


Version w
{"formula": "C2HCl2N2O", "method": "wB97M-V/def2-TZVPD", "molar_mass_g_mol": 139.95, "homo_energy_ev": [-14.10, -13.17], "multiplicity": 1, "charge": 1, "symbols": ["Cl", "Cl", "O", "N", "N", "C", "C", "H"], "positions_angstrom": [[-1.14490, -1.32111, -0.41850], [1.17058, -2.62116, 0.75178], [1.13463, 2.70330, 0.14223], [-1.00645, 0.54906, -1.72229], [-0.32207, 1.33744, -1.13055], [-0.08394, -1.60373, 0.88661], [0.46163, 1.99093, -0.45580], [-0.20949, -1.03474, 1.94651]], "lowdin_charge": [0.839, 0.814, 0.294, 0.086, -0.015, -0.982, -0.167, 0.129]}


Version x
{"formula": "C2HCl2N2O", "method": "wB97M-V/def2-TZVPD", "molar_mass_g_mol": 139.95, "homo_energy_ev": -16.38, "multiplicity": 1, "smiles": "N#[N+]C(=O)C(Cl)Cl", "charge": 1, "symbols": ["Cl", "Cl", "O", "N", "N", "C", "C", "H"], "positions_angstrom": [[-2.07759, 0.20313, 0.50903], [-0.56218, -1.62448, -1.20640], [0.70367, 1.19853, -1.98026], [-1.41186, 1.75333, -1.53831], [-2.27943, 2.41269, -1.79378], [-0.17855, 0.91086, -1.28583], [-0.47088, -0.16648, -0.26048], [0.13524, -0.05499, 0.57915]], "lowdin_charge": [0.671, 0.767, 0.290, 0.135, 0.444, -0.436, -0.940, 0.069]}


Which structure wins on stability? version x wins.